Density functional theory data (wB97M-V/def2-TZVPD) for one molecule with the formula C4H10O2.

Gap between HOMO and LUMO = 10.52 eV
Energy relative to the best compared isomer or geometry (same formula, charge and spin) = 17.4 kcal/mol
Strongest force on any atom = 0.58 eV/Å
Structure (SMILES) = OCCCCO

```
16
Properties=species:S:1:pos:R:3:forces:R:3:mulliken_charge:R:1
O 2.036 0.332 -0.067 0.202 -0.337 -0.175 -0.59
C 1.257 0.493 1.093 -0.325 0.204 0.441 -0.41
C -0.146 0.997 0.742 -0.082 -0.043 0.018 -0.59
C -1.153 -0.051 0.238 -0.011 -0.020 -0.004 -0.55
C -0.874 -0.624 -1.143 -0.332 0.208 -0.001 -0.49
O 0.246 -1.508 -1.077 0.106 -0.134 -0.244 -0.58
H 1.629 -0.407 -0.550 0.167 0.096 0.003 0.41
H 1.221 -0.436 1.692 -0.033 0.212 -0.169 0.26
H 1.754 1.257 1.700 -0.015 -0.150 -0.068 0.33
H 0.036 1.738 -0.044 -0.244 0.098 0.035 0.27
H -0.595 1.532 1.593 0.176 -0.202 -0.113 0.34
H -2.150 0.408 0.191 0.175 -0.035 0.005 0.33
H -1.236 -0.890 0.943 0.071 0.153 -0.052 0.30
H -0.678 0.194 -1.852 0.007 -0.133 0.091 0.30
H -1.755 -1.179 -1.496 0.142 0.082 0.066 0.39
H 0.410 -1.856 -1.963 -0.004 0.001 0.167 0.30
```
Positions in Å, forces in eV/Å.